A structure of composition C39H45N5P2V at a distorted geometry, computed with ωB97M-V/def2-TZVPD.

Properties
highest occupied orbital energy (alpha / beta): -6.79 / -6.87 eV
energy relative to the best compared isomer or geometry (same formula, charge and spin): 42.52 kcal/mol
E_LUMO (alpha / beta): -0.28 / -0.68 eV
gap between HOMO and LUMO (alpha / beta): 0.2392 / 0.2275 Ha
spin multiplicity: 4

CARTESIAN COORDINATES (ANGSTROEM)
V: 0.41913 -1.62578 2.11838
C: -1.60824 1.97094 2.46781
C: -1.69371 1.00753 1.53994
C: -0.76652 0.79073 0.39498
C: 0.62329 0.08039 0.47234
C: 1.80106 0.77159 1.16728
C: 1.78164 1.95049 1.80658
C: 0.72078 2.97496 1.68572
C: -0.52603 2.99159 2.61643
C: 2.10936 -2.55144 2.67608
H: -2.45097 2.01623 3.18448
H: -2.48089 0.22600 1.63873
H: -0.64016 1.75195 -0.08997
H: -1.38020 0.18698 -0.30962
H: 0.45867 -1.05579 0.55022
H: 0.96038 0.00267 -0.62176
H: 2.76295 0.31734 0.93086
H: 2.52111 2.16362 2.57729
H: 0.38659 3.03525 0.64105
H: 1.22812 3.95905 1.88025
H: -0.19591 3.01158 3.65822
H: -1.03809 3.95964 2.49774
H: 1.87656 -2.38746 3.75075
H: 2.90091 -1.88408 2.30794
H: 2.15178 -3.58933 2.36001
P: 1.86001 -0.93633 -2.48656
P: -1.95953 -0.26649 -2.42702
N: 3.14714 0.21311 -2.91618
N: 2.42644 -2.12169 -3.70651
N: -1.99023 1.40737 -2.90038
N: -3.35044 -0.74988 -3.54244
C: 0.67146 -0.13143 -3.63034
C: -0.71090 -0.80582 -3.66945
C: 4.36289 0.33002 -2.22950
C: 5.23737 1.06888 -3.01323
C: 4.57651 1.36975 -4.23720
C: 3.31293 0.82081 -4.16088
C: 2.79113 -3.40768 -3.34774
C: 3.07281 -4.12270 -4.50049
C: 2.89424 -3.23210 -5.60408
C: 2.48637 -2.01539 -5.09543
C: -2.18744 2.57471 -2.14612
C: -2.01023 3.68809 -2.96880
C: -1.56568 3.19773 -4.23365
C: -1.61997 1.80742 -4.19013
C: -4.11421 -0.17750 -4.55637
C: -5.10016 -1.08892 -4.95285
C: -4.84164 -2.31072 -4.24966
C: -3.73705 -2.09238 -3.43806
H: 1.00645 -0.13000 -4.67338
H: 0.65058 0.91775 -3.33097
H: -1.11861 -0.70762 -4.69549
H: -0.66066 -1.88194 -3.49879
H: 4.45490 -0.08251 -1.23332
H: 6.21849 1.39200 -2.71862
H: 4.92736 1.93815 -5.07359
H: 2.51379 0.86557 -4.88900
H: 2.75751 -3.69952 -2.30496
H: 3.32989 -5.16009 -4.54368
H: 3.01306 -3.44373 -6.64849
H: 2.18481 -1.13031 -5.62492
H: -2.43915 2.51509 -1.09445
H: -2.18171 4.71750 -2.67866
H: -1.17443 3.75027 -5.07897
H: -1.34855 1.08644 -4.95735
H: -3.88723 0.79993 -4.95467
H: -5.91008 -0.89415 -5.63444
H: -5.40833 -3.22461 -4.31825
H: -3.17366 -2.76185 -2.81043
C: 0.85467 2.68802 6.61842
C: 1.68358 2.33604 5.52361
C: 1.48352 1.16096 4.78266
C: 0.30459 0.38872 4.94223
C: -0.47879 0.73307 6.08258
C: -0.22573 1.83529 6.89721
N: -0.03435 -0.62625 4.03989
C: -1.07210 -1.44466 4.50790
C: -0.80625 -2.79728 4.82706
C: -1.81171 -3.57564 5.41288
C: -3.09119 -3.05138 5.66306
C: -3.34043 -1.70227 5.39473
C: -2.36582 -0.90736 4.79344
H: 1.06317 3.56345 7.26576
H: 2.51327 3.01946 5.28152
H: 2.25877 0.82786 4.08891
H: -1.33330 0.12348 6.37503
H: -0.86447 1.98967 7.77046
H: 0.20685 -3.18745 4.68092
H: -1.59973 -4.61447 5.68964
H: -3.87380 -3.66797 6.10753
H: -4.28349 -1.23016 5.65999
H: -2.51517 0.17895 4.65829

Cartesian forces, eV/Å:
-1.133 0.844 3.721
-0.424 -0.906 -0.408
-0.142 -0.573 1.435
-0.146 -0.605 -0.835
0.240 1.395 -2.078
-0.393 -0.403 -0.301
-0.510 -1.066 0.444
-0.897 1.677 0.125
-0.124 0.514 0.153
-0.156 0.539 -0.191
0.745 0.089 -0.224
0.320 0.842 -0.006
0.312 -0.169 -0.271
0.775 0.435 0.586
0.382 1.013 -1.165
-0.655 0.176 1.470
-0.097 -0.446 0.878
0.599 0.188 -0.944
0.218 0.122 0.391
-0.416 -0.785 -0.177
-0.007 -0.199 0.023
0.299 0.019 -0.129
0.684 -0.369 -0.507
0.244 -0.618 0.346
0.479 -0.163 0.169
2.231 -0.047 -3.568
-2.038 0.595 -3.208
0.398 0.095 0.435
-0.685 -0.284 0.581
0.616 0.814 -0.319
0.575 -1.471 0.401
-0.814 -0.154 0.275
0.274 -0.145 -0.215
-0.233 0.680 -0.786
-0.646 -0.555 0.575
-1.077 -0.605 0.548
0.503 0.485 0.322
-0.135 -0.229 -0.905
-0.224 0.799 0.562
-0.330 0.519 0.860
0.106 -1.020 0.338
-0.175 0.363 -0.840
0.228 -1.292 0.777
-0.285 -1.388 -0.026
0.318 1.436 0.289
-0.688 -0.478 0.345
1.439 0.193 0.875
0.679 0.613 0.270
-1.007 0.862 -0.421
0.110 -0.076 0.676
-0.373 0.065 0.060
0.003 -0.170 0.800
0.314 -0.232 -0.078
0.097 0.067 -0.155
0.150 -0.079 0.024
0.245 0.119 -0.137
0.422 0.108 0.265
0.127 -0.022 -0.206
0.192 -0.239 -0.009
0.070 -0.109 -0.166
0.263 -0.105 0.007
-0.176 0.000 -0.241
0.222 -0.212 0.007
-0.387 0.061 0.104
-0.247 0.524 0.338
-0.210 0.073 0.354
0.123 0.017 -0.162
0.090 -0.042 -0.050
-0.200 -0.081 0.244
-0.046 -0.148 -0.380
-0.123 0.130 0.747
-0.091 0.326 0.164
0.134 0.354 -0.018
-0.195 0.019 0.230
0.770 -0.034 -0.319
0.477 -0.128 -0.436
-0.807 -0.277 0.462
-0.584 0.490 -0.009
-0.525 -0.228 -0.149
0.594 -0.003 0.074
0.314 0.285 -0.478
0.391 -0.460 -0.068
-0.119 -0.610 -0.694
-0.194 -0.614 0.138
-0.496 0.152 0.087
0.481 0.222 -0.096
0.209 0.052 -0.293
-0.445 0.103 0.142
-0.078 0.389 -0.158
0.316 0.126 -0.073
0.014 -0.271 -0.056
-0.059 -0.885 -0.159